17
Properties=species:S:1:pos:R:3 method="wB97M-V/def2-TZVPD" lumo_energy_ev=0.90 charge=0 de_lowest_ev=7.300 largest_force_ev_per_a=6.473 smiles="N[C@@]12C=CO[C@H]1CC2" orbital_gap_ev=10.28
C -0.1245 0.4429 -0.0144
C -1.5642 0.1956 -0.5388
C -1.4385 -1.3334 0.2635
C 0.0997 -1.0670 0.0796
C 1.9856 -0.2846 -0.2576
C 1.1782 0.6120 -0.7508
H 0.8906 0.6629 1.7037
H 0.0761 2.2511 0.9866
H -1.4094 0.1491 -1.7094
H -2.1808 1.3053 -0.5345
H -2.0019 -2.1567 -0.0205
H -1.6058 -0.9051 1.2121
H 0.1676 -1.2446 -1.0958
H 3.1756 -0.1500 -0.1042
H 1.4574 1.7490 -1.0994
N -0.1528 1.1057 1.2987
O 1.4471 -1.3322 0.5814